Below is the molecule C4H9NO, with properties calculated with ωB97M-V/def2-TZVPD.

Calculated values
E_HOMO = -9.36 eV
LUMO energy = 0.9 eV
SMILES string = CCN(C)C=O
multiplicity = 1
ΔE to the lowest compared entry with this formula, charge and spin = 78.9 kJ/mol

Cartesian coordinates (Å):
C -1.15869 0.29656 1.50553
C -0.94489 0.38438 -0.01454
N 0.33013 -0.19125 -0.46471
C 1.22968 0.49178 -1.37927
C 0.62718 -1.46480 -0.09700
O -0.07225 -2.18371 0.58981
H -1.78908 1.11856 1.86082
H -0.20057 0.35522 2.02901
H -1.62617 -0.64736 1.78763
H -0.96785 1.43071 -0.33587
H -1.77210 -0.12615 -0.52609
H 1.61460 1.43168 -0.96742
H 0.77881 0.69232 -2.35968
H 2.08920 -0.16486 -1.55007
H 1.60928 -1.79244 -0.49047

Below is a cluster of 6 separate species, C34H81NO6 in total in a non-equilibrium geometry, with properties calculated with ωB97M-V/def2-TZVPD.

Calculated values
E_HOMO = -8.66 eV
LUMO energy = 0.5 eV
SMILES string = CCCCCCCCCCCCCCCC[C@@H](N)COC.CC(C)O.CC(C)O.CC(C)O.CC(C)O.CC(C)O
multiplicity = 1

Cartesian coordinates (Å):
C -1.53139 -5.95930 -2.71547
C -2.32704 -5.00166 -3.63744
C -1.49894 -3.77513 -4.09865
C -2.25398 -2.42225 -4.03915
C -1.48033 -1.33128 -3.24544
C -1.95793 -1.23458 -1.77539
C -1.24700 -2.29856 -0.92207
C -1.67462 -2.36282 0.55446
C -1.85024 -1.00259 1.24724
C -0.57823 -0.46259 1.92210
C -0.05170 -1.36090 3.06720
C 1.21466 -2.16657 2.72642
C 2.43219 -1.23278 2.45517
C 2.71834 -1.04709 0.93279
C 3.82807 -1.99927 0.44748
C 4.53937 -1.56972 -0.83742
C 3.59388 -1.21241 -2.03475
N 2.34858 -1.95290 -2.02010
C 3.41025 0.33181 -2.07022
O 2.15508 0.74349 -2.56902
C 1.37722 1.44711 -1.62646
H -0.82342 -5.38640 -2.11885
H -1.00892 -6.73136 -3.28155
H -2.23291 -6.48170 -2.06426
H -3.18907 -4.65073 -3.06550
H -2.71930 -5.55945 -4.48833
H -1.14200 -3.95304 -5.11408
H -0.62140 -3.72657 -3.45249
H -3.22831 -2.51755 -3.55778
H -2.42249 -2.09649 -5.06651
H -0.41089 -1.54943 -3.26389
H -1.61078 -0.37071 -3.74869
H -1.63340 -0.25489 -1.41436
H -3.04033 -1.33468 -1.71113
H -1.49202 -3.27081 -1.36049
H -0.16975 -2.19532 -1.04293
H -2.56169 -2.98836 0.66118
H -0.88140 -2.89148 1.08976
H -2.58767 -1.14308 2.04569
H -2.25702 -0.22526 0.60136
H 0.19037 -0.22772 1.18546
H -0.86613 0.49662 2.36223
H 0.20129 -0.73407 3.92605
H -0.87261 -2.00606 3.39244
H 1.07821 -2.83197 1.87352
H 1.46333 -2.75720 3.61300
H 3.31762 -1.62241 2.95641
H 2.17813 -0.26232 2.88961
H 2.93859 0.00764 0.76643
H 1.78895 -1.29784 0.42464
H 4.58361 -2.02362 1.23961
H 3.41039 -3.00444 0.39001
H 5.23711 -2.33042 -1.19313
H 5.15857 -0.68825 -0.63598
H 4.12977 -1.52597 -2.93281
H 1.57366 -1.39257 -1.71134
H 2.15472 -2.39946 -2.89893
H 4.19520 0.74317 -2.71572
H 3.60017 0.72737 -1.07187
H 0.76619 2.18380 -2.15416
H 1.96950 2.00131 -0.89436
H 0.67658 0.79258 -1.09140
C -0.72909 -9.11886 -1.03354
C -2.10035 -9.70883 -0.74093
C -2.07225 -11.22944 -0.77176
O -3.05782 -9.21788 -1.67955
H -0.39007 -9.40791 -2.03254
H -0.76792 -8.03079 -1.00818
H 0.01056 -9.45790 -0.30636
H -2.43966 -9.37161 0.23928
H -1.77776 -11.58648 -1.76257
H -3.06250 -11.63474 -0.56122
H -1.36922 -11.62809 -0.03873
H -2.78076 -9.50160 -2.55691
C -0.90714 7.08554 -2.99030
C 0.42173 6.34547 -3.01848
C 0.37529 5.14590 -3.95284
O 0.77879 5.93047 -1.69983
H -1.70187 6.42969 -2.62345
H -0.85397 7.94118 -2.31611
H -1.18468 7.44107 -3.98383
H 1.21039 7.02540 -3.34293
H -0.37792 4.42512 -3.62174
H 1.33640 4.63054 -3.95552
H 0.13893 5.44699 -4.97460
H 0.09500 5.32925 -1.38449
C -2.13139 3.64326 3.60047
C -1.24883 3.68523 2.36161
C -1.03322 5.10656 1.86766
O -1.83286 2.89465 1.32575
H -3.11967 4.05145 3.38751
H -2.26663 2.61094 3.92942
H -1.69293 4.21626 4.41926
H -0.28279 3.22942 2.58685
H -1.98582 5.56056 1.59044
H -0.39716 5.11045 0.98059
H -0.56576 5.72791 2.63237
H -2.68985 3.27952 1.11362
C 7.47223 2.22354 2.04772
C 6.28574 1.30785 1.78787
C 5.02378 1.82306 2.46240
O 6.57933 -0.01369 2.24075
H 7.68461 2.27934 3.11900
H 8.36721 1.83792 1.55846
H 7.28186 3.23336 1.68090
H 6.11714 1.22820 0.71243
H 5.15517 1.86660 3.54729
H 4.18969 1.14789 2.26847
H 4.76221 2.82094 2.10586
H 6.73265 0.02893 3.19035
C -6.32254 7.05232 3.40723
C -4.90410 6.97066 3.95000
C -4.34514 8.35041 4.26060
O -4.05752 6.29858 3.01537
H -6.34301 7.62171 2.47381
H -6.70676 6.05548 3.18854
H -6.99239 7.53511 4.12001
H -4.89513 6.36179 4.85497
H -4.30383 8.95990 3.35361
H -3.32831 8.27322 4.64688
H -4.95936 8.86989 4.99730
H -4.04743 6.81741 2.20364

- Which of these has the highest E_HOMO?
  C34H81NO6